[1]
# C32H49ClInNO3PS

A structure of composition C32H49ClInNO3PS at a distorted geometry (ωB97M-V/def2-TZVPD, the Open Molecules 2025 dataset).

Element x y z (Å)
In: -0.09 0.27 -0.01
Cl: 1.65 -0.80 1.18
P: 0.65 1.12 -2.29
C: -1.70 -1.31 -0.62
H: -1.81 -1.60 -1.68
H: -2.68 -1.20 -0.10
C: 2.45 1.23 -2.75
C: -0.23 2.75 -2.35
C: 2.75 1.19 -4.26
H: 2.74 2.22 -2.35
C: 4.23 1.48 -4.52
H: 2.50 0.20 -4.65
H: 2.13 1.92 -4.81
C: 5.18 0.59 -3.70
H: 4.43 1.34 -5.59
H: 4.43 2.53 -4.29
C: 4.78 0.47 -2.22
H: 5.21 -0.41 -4.14
H: 6.20 1.00 -3.77
C: 3.29 0.15 -2.04
H: 5.39 -0.31 -1.74
H: 5.01 1.41 -1.71
H: 3.08 -0.83 -2.47
H: 3.04 0.08 -0.97
C: -0.24 -0.09 -3.41
C: -1.76 2.56 -2.41
H: 0.03 3.21 -1.37
C: -2.43 3.91 -2.17
H: -2.04 2.16 -3.39
H: -2.10 1.84 -1.65
C: -1.99 4.94 -3.22
H: -3.52 3.79 -2.20
H: -2.17 4.26 -1.16
C: -0.47 5.03 -3.40
H: -2.45 4.68 -4.18
H: -2.38 5.93 -2.94
C: 0.23 3.67 -3.49
H: -0.24 5.61 -4.30
H: -0.04 5.58 -2.54
H: 0.00 3.20 -4.46
H: 1.32 3.81 -3.46
C: 0.40 -1.47 -3.23
H: -1.24 -0.12 -2.95
C: -0.42 -2.57 -3.92
H: 1.42 -1.46 -3.65
H: 0.49 -1.72 -2.16
C: -0.83 -2.22 -5.36
H: 0.17 -3.49 -3.92
H: -1.32 -2.76 -3.32
C: -1.38 -0.80 -5.51
H: 0.05 -2.33 -6.01
H: -1.57 -2.94 -5.71
C: -0.42 0.25 -4.91
H: -1.56 -0.57 -6.56
H: -2.35 -0.73 -4.99
H: 0.55 0.20 -5.43
H: -0.82 1.26 -5.05
C: -1.24 -4.43 -0.79
C: -2.54 -4.06 -0.58
H: -0.91 -4.78 -1.78
C: -3.09 -3.68 0.75
H: -3.24 -4.07 -1.42
C: -1.98 -3.23 1.72
H: -3.85 -2.90 0.65
H: -3.62 -4.55 1.19
C: -0.77 -4.16 1.68
H: -1.65 -2.23 1.41
H: -2.37 -3.18 2.75
C: -0.18 -4.26 0.25
H: 0.00 -3.79 2.37
H: -1.06 -5.16 2.02
H: 0.41 -3.36 0.06
H: 0.52 -5.11 0.22
O: 0.32 5.88 2.19
S: 0.79 4.52 2.34
O: 2.20 4.28 2.51
N: 0.13 3.52 1.17
C: -0.75 2.66 1.66
O: -1.30 1.73 0.94
C: -1.00 2.80 3.11
C: -1.79 2.00 3.95
C: -1.69 2.18 5.33
C: -0.79 3.12 5.87
C: 0.01 3.91 5.02
C: -0.12 3.72 3.65
H: -2.46 1.26 3.49
H: -2.31 1.58 6.00
H: -0.71 3.23 6.95
H: 0.72 4.64 5.41

Computed properties:
Charge: -1
Orbital gap (alpha / beta), eV: 4.3 / 4.3



[2]
# C20H19F3N2O3PtSSe2Te

A structure of composition C20H19F3N2O3PtSSe2Te (ωB97M-V/def2-TZVPD, the Open Molecules 2025 dataset).

Element x y z (Å)
Pt: -0.75 0.53 -1.28
Se: -0.65 3.70 0.34
Se: -2.41 2.41 1.13
C: -1.54 0.78 1.67
C: -1.41 0.54 3.03
C: -0.94 -0.69 3.46
C: -0.61 -1.65 2.52
C: -0.74 -1.33 1.18
N: -1.19 -0.14 0.76
C: -1.07 3.79 -1.55
C: -1.43 5.02 -2.06
C: -1.70 5.13 -3.42
C: -1.59 4.00 -4.21
C: -1.23 2.80 -3.62
N: -0.97 2.69 -2.31
H: -1.68 1.31 3.74
H: -0.83 -0.90 4.52
H: -0.25 -2.63 2.80
H: -0.50 -2.04 0.40
H: -1.51 5.88 -1.40
H: -2.00 6.08 -3.85
H: -1.79 4.04 -5.27
H: -1.15 1.89 -4.19
C: 3.42 -2.65 4.01
C: 2.95 -2.10 2.69
C: 2.72 -2.93 1.60
C: 2.33 -2.42 0.36
C: 2.08 -3.39 -0.77
C: 2.18 -1.04 0.22
Te: 1.60 -0.27 -1.67
C: 2.39 -0.18 1.30
C: 2.19 1.31 1.18
C: 2.77 -0.73 2.52
H: 3.25 -3.73 4.08
H: 2.92 -2.17 4.85
H: 4.49 -2.48 4.14
H: 2.85 -4.00 1.72
H: 1.97 -4.41 -0.39
H: 2.91 -3.39 -1.48
H: 1.18 -3.14 -1.33
H: 1.18 1.54 0.87
H: 2.86 1.74 0.43
H: 2.39 1.81 2.13
H: 2.93 -0.06 3.37
F: -2.57 -2.30 -1.58
C: -3.43 -1.87 -2.52
F: -4.65 -1.86 -1.98
F: -3.41 -2.73 -3.53
S: -2.98 -0.18 -3.10
O: -3.93 0.14 -4.11
O: -1.60 -0.34 -3.56
O: -3.07 0.60 -1.85

Computed properties:
⟨S²⟩: 2.016
Multiplicity: 3
Orbital gap (alpha / beta), eV: 6.7 / 6.5